{"formula": "C40H90N5", "method": "ωB97M-V/def2-TZVPD", "species": ["C", "C", "C", "N", "C", "C", "C", "C", "C", "H", "H", "H", "H", "H", "H", "H", "H", "H", "H", "H", "H", "H", "H", "H", "H", "H", "H", "C", "C", "C", "N", "C", "C", "C", "C", "C", "H", "H", "H", "H", "H", "H", "H", "H", "H", "H", "H", "H", "H", "H", "H", "H", "H", "H", "C", "C", "C", "N", "C", "C", "C", "C", "C", "H", "H", "H", "H", "H", "H", "H", "H", "H", "H", "H", "H", "H", "H", "H", "H", "H", "H", "C", "C", "C", "N", "C", "C", "C", "C", "C", "H", "H", "H", "H", "H", "H", "H", "H", "H", "H", "H", "H", "H", "H", "H", "H", "H", "H", "C", "C", "C", "N", "C", "C", "C", "C", "C", "H", "H", "H", "H", "H", "H", "H", "H", "H", "H", "H", "H", "H", "H", "H", "H", "H", "H"], "coordinates": [[-0.92003, 11.58782, -2.48931], [0.20882, 10.89214, -3.20835], [-0.39332, 9.74221, -4.13969], [0.53784, 9.26856, -5.27451], [1.06124, 10.42859, -6.03463], [1.68966, 8.48436, -4.55829], [2.32451, 7.72967, -5.74619], [1.13528, 7.29036, -6.66306], [-0.07192, 8.12982, -6.07446], [-1.63961, 11.93735, -3.22967], [-0.69321, 12.41184, -1.81281], [-1.36734, 10.76467, -1.93214], [0.94674, 10.51936, -2.49799], [0.73038, 11.63866, -3.80733], [-1.31646, 10.04691, -4.63271], [-0.70337, 8.96333, -3.44305], [1.84664, 10.98554, -5.52371], [0.14189, 10.96756, -6.26360], [1.60862, 10.06841, -6.90569], [2.26362, 9.25633, -4.04573], [1.29534, 7.80535, -3.80227], [3.09958, 8.27125, -6.28846], [2.87283, 6.90436, -5.29198], [1.34046, 7.66611, -7.66546], [0.77685, 6.26546, -6.75911], [-0.85867, 8.36501, -6.79128], [-0.44586, 7.36552, -5.39320], [-4.26903, 1.14100, -6.81958], [-3.57093, -0.19208, -6.98832], [-3.27468, -0.48875, -8.46364], [-2.74760, -1.87013, -8.82128], [-1.44750, -2.21534, -8.01335], [-2.55674, -2.08141, -10.32586], [-3.18710, -3.42171, -10.63783], [-3.32388, -4.15439, -9.31806], [-3.76472, -3.00059, -8.48648], [-5.15062, 0.98384, -7.44104], [-3.65389, 1.94031, -7.23285], [-4.50779, 1.28635, -5.76603], [-4.02202, -0.98472, -6.39138], [-2.65043, -0.12237, -6.40873], [-2.53734, 0.17786, -8.91094], [-4.13787, -0.47759, -9.12913], [-1.56300, -2.05088, -6.94204], [-0.68891, -1.56118, -8.44313], [-1.06505, -3.22306, -8.17563], [-1.52914, -1.97761, -10.67424], [-3.00946, -1.21141, -10.80151], [-2.53471, -4.17949, -11.07171], [-4.10580, -3.20286, -11.18208], [-2.49256, -4.65969, -8.82646], [-4.05740, -4.95932, -9.36438], [-3.75841, -3.19168, -7.41338], [-4.75851, -2.63407, -8.74366], [-5.46613, -7.69285, 1.74171], [-4.14381, -8.24663, 2.35276], [-3.00030, -8.10048, 1.37647], [-1.79842, -8.98725, 1.78421], [-1.13660, -8.63076, 3.21231], [-0.77362, -8.72209, 0.68637], [0.15507, -9.91152, 0.73681], [-0.78629, -11.13206, 0.93465], [-2.00106, -10.48272, 1.61265], [-5.39007, -6.62926, 1.51569], [-6.27776, -7.83650, 2.45496], [-5.74657, -8.36956, 0.93454], [-4.24900, -9.28630, 2.66279], [-3.91017, -7.60309, 3.20091], [-2.85241, -7.02369, 1.45861], [-3.32424, -8.46548, 0.40182], [-0.67747, -7.65172, 3.07533], [-0.37467, -9.39322, 3.37423], [-1.95647, -8.53473, 3.92414], [-0.13717, -7.87045, 0.92670], [-1.26432, -8.49909, -0.26104], [0.83813, -9.94150, 1.58571], [0.79025, -10.10078, -0.12854], [-0.36678, -11.89330, 1.59239], [-1.19439, -11.63071, 0.05550], [-2.30108, -10.79414, 2.61320], [-2.85435, -10.62941, 0.95047], [-0.12704, -1.36751, 4.53501], [-0.64215, 0.04830, 4.06633], [-0.42417, 0.14325, 2.49890], [-0.74641, 1.43160, 1.62109], [-2.07937, 1.83852, 2.26433], [0.35468, 2.48096, 1.95016], [0.14384, 3.35489, 0.74934], [-0.07169, 2.28200, -0.41231], [-0.73748, 1.07728, 0.13870], [0.88489, -1.65011, 4.24475], [-0.67783, -2.20534, 4.10748], [-0.28767, -1.35460, 5.61303], [-0.19423, 0.96883, 4.44063], [-1.72296, 0.10995, 4.19342], [-1.19006, -0.55746, 2.16645], [0.50650, -0.14309, 2.00904], [-2.31527, 2.79469, 1.79721], [-1.97708, 1.94394, 3.34439], [-2.69628, 0.97848, 2.00385], [0.15700, 2.94464, 2.91661], [1.29904, 1.93758, 1.98214], [-0.71834, 4.02137, 0.72591], [1.00083, 3.99525, 0.54055], [-0.80231, 2.78330, -1.04712], [0.84536, 2.05238, -0.95490], [-1.80631, 0.94857, -0.03199], [-0.24647, 0.11633, -0.01493], [5.36388, 0.18813, 5.97609], [5.04596, -0.27529, 7.42933], [5.77242, 0.55337, 8.53088], [5.45417, 0.12938, 10.01091], [5.76093, -1.39079, 10.28129], [4.08525, 0.55391, 10.48893], [4.21189, 0.62651, 11.97724], [5.61956, 0.93947, 12.38759], [6.28518, 0.99060, 10.99718], [4.92896, -0.51429, 5.26507], [6.43879, 0.18234, 5.79545], [5.01570, 1.21075, 5.83081], [5.40338, -1.30251, 7.50120], [3.96418, -0.35438, 7.53703], [5.47973, 1.60333, 8.52675], [6.85531, 0.43496, 8.56886], [5.58432, -1.62916, 11.33014], [6.79847, -1.61339, 10.03215], [5.16962, -1.98340, 9.58324], [3.24494, -0.04771, 10.14245], [3.88945, 1.51400, 10.01145], [4.03656, -0.31156, 12.50391], [3.74067, 1.46914, 12.48324], [6.08956, 0.22503, 13.06343], [5.56266, 1.90501, 12.89018], [7.27282, 0.53232, 11.04860], [6.29141, 2.02388, 10.65020]], "forces_ev_per_a": [[-0.8, -0.9, -0.1], [0.4, 0.2, -1.5], [0.2, 1.5, 0.5], [0.0, -2.1, 3.2], [-0.1, -0.6, -0.8], [0.0, 1.1, -1.7], [0.1, -1.2, 1.0], [-0.4, 2.5, -0.3], [1.0, -1.3, -0.3], [-0.1, 0.1, 0.2], [0.4, -0.2, -0.2], [-0.6, 0.4, 0.5], [-0.1, -0.4, -0.1], [0.1, -0.1, -0.2], [0.1, 0.4, 0.0], [0.4, -0.7, -0.5], [-0.7, 0.1, 0.6], [0.6, 0.6, -0.4], [-0.6, -0.1, -0.3], [0.4, -0.3, -0.2], [-0.4, 0.1, -0.3], [-0.4, 0.3, 0.0], [-0.1, -0.3, -0.2], [0.1, -0.3, -0.1], [0.7, -0.1, 0.4], [0.3, 0.6, 0.1], [-0.6, 0.9, 0.6], [-0.4, -1.0, -0.7], [1.7, -0.3, 0.7], [0.2, -1.0, -0.6], [0.9, -2.2, 1.9], [-0.2, 0.9, -1.2], [0.6, 0.9, -0.1], [1.4, -1.3, -0.4], [-1.9, 0.4, 0.9], [-0.2, 0.7, 1.5], [-0.5, 0.9, 0.4], [-0.2, 0.1, 0.2], [-0.1, 0.3, -0.3], [-0.9, -0.2, -0.7], [0.7, 0.1, -0.4], [0.0, 0.3, 0.3], [-0.4, 0.6, 0.4], [-0.3, 0.2, -0.3], [0.0, 0.2, 0.3], [-0.6, 0.0, -0.2], [0.3, -0.3, 0.8], [-0.5, -0.3, -0.1], [0.1, 0.9, -1.7], [-0.1, -0.9, 0.1], [0.6, 0.3, -0.8], [-0.4, 0.3, -0.1], [0.1, 0.3, 0.1], [0.0, 0.0, -0.2], [0.4, -1.3, 0.8], [-0.8, 0.4, 0.1], [-0.9, -1.1, 1.5], [1.6, 1.9, -0.9], [-1.1, 0.1, -2.4], [1.8, 0.5, 0.8], [-0.2, -2.2, -0.7], [-0.5, 0.5, 1.0], [-1.5, 0.1, 0.8], [-0.1, -0.2, -0.4], [0.1, 0.3, 0.2], [0.0, 0.6, -0.6], [-0.3, 0.1, 0.2], [0.0, -0.4, 0.4], [1.3, -0.2, -0.8], [0.4, 0.3, -0.1], [0.0, -0.1, 0.0], [-0.4, 0.1, 0.4], [0.3, -0.5, 0.1], [-0.6, 0.5, 0.2], [-0.1, -0.5, 0.1], [-0.1, 0.7, 0.1], [-0.2, 0.5, -0.2], [0.2, 0.1, -0.2], [0.6, 0.2, -0.2], [0.2, -0.6, -0.2], [-0.2, 0.3, 0.2], [-0.4, 1.1, 0.0], [0.9, 0.0, -2.5], [-1.0, -0.6, -1.3], [0.8, -1.9, 5.5], [0.9, 0.3, -1.8], [-1.8, -0.5, -0.8], [1.1, -0.5, -1.6], [-0.1, 2.3, -1.0], [-0.8, 0.2, 2.4], [0.3, 0.7, 0.4], [-0.7, 0.4, 0.0], [0.4, -0.5, 0.0], [0.3, -0.5, 1.0], [0.2, -0.1, 0.4], [0.2, -0.2, -0.6], [0.4, -0.4, 1.0], [-0.8, -0.2, 0.2], [0.1, 0.1, -0.4], [-0.7, 0.6, 0.1], [-0.1, -0.2, -0.1], [0.1, 0.2, -0.2], [-0.1, -0.2, 0.7], [0.0, -0.1, -0.1], [0.5, -0.2, -0.7], [-0.1, 0.1, 0.0], [0.1, 0.1, -0.8], [0.2, 0.2, 0.1], [0.3, 0.1, 1.1], [0.9, -0.3, -0.1], [-0.8, -0.8, 1.3], [0.1, -0.5, 0.5], [-0.2, 1.2, -0.8], [-0.6, 0.0, -0.6], [-0.8, -0.3, 2.2], [1.1, 0.4, -1.4], [1.2, -0.5, 0.5], [-0.2, 0.2, 0.0], [0.0, 0.0, 0.1], [-0.1, -0.1, -0.3], [0.1, -0.1, 0.1], [0.0, 0.4, 0.4], [0.2, 0.0, -0.2], [0.0, 0.2, -0.8], [-0.2, 0.1, -0.2], [0.1, 0.5, 0.1], [-0.3, 0.1, 0.4], [0.4, -0.6, 0.0], [0.3, 0.3, 0.2], [-1.1, 0.0, -0.4], [-1.5, -0.6, -0.6], [-0.1, 0.0, -0.2], [0.9, 0.0, -0.2], [0.2, 0.5, -0.4], [0.2, -0.3, -0.4]], "mulliken_charge": [-1.348, -0.145, -0.904, 0.235, -0.956, -0.714, -0.689, -0.568, -0.594, 0.323, 0.377, 0.333, 0.335, 0.289, 0.478, 0.407, 0.379, 0.339, 0.425, 0.473, 0.389, 0.333, 0.393, 0.289, 0.367, 0.471, 0.283, -1.300, -0.416, -0.853, 0.165, -1.003, -0.616, -0.420, -0.676, -0.753, 0.321, 0.318, 0.384, 0.436, 0.339, 0.500, 0.474, 0.320, 0.381, 0.431, 0.358, 0.390, 0.319, 0.326, 0.342, 0.440, 0.387, 0.407, -1.385, -0.437, -0.743, 0.214, -0.871, -0.598, -0.636, -0.613, -0.614, 0.356, 0.392, 0.372, 0.369, 0.340, 0.319, 0.488, 0.322, 0.407, 0.328, 0.364, 0.448, 0.306, 0.411, 0.319, 0.347, 0.475, 0.323, -1.334, -0.462, -1.014, -0.008, -1.006, -0.435, -0.740, -0.435, -0.464, 0.372, 0.365, 0.370, 0.379, 0.387, 0.533, 0.556, 0.392, 0.352, 0.440, 0.375, 0.373, 0.338, 0.403, 0.265, 0.393, 0.303, 0.302, -1.374, -0.314, -0.645, 0.051, -0.891, -0.643, -0.498, -0.641, -0.505, 0.376, 0.357, 0.354, 0.326, 0.375, 0.343, 0.408, 0.402, 0.374, 0.307, 0.371, 0.403, 0.286, 0.365, 0.316, 0.307, 0.401, 0.388], "gap_ev": 11.2, "e_homo_ev": -19.17, "total_charge": 5, "e_lumo_ev": -8.008}